[1]
Computed, not measured: C3H4O4Sn as an isolated structure in a non-equilibrium geometry, with ωB97M-V/def2-TZVPD.

As for the orbital gap (spin up / spin down): 0.21296 / 0.35787 Eh. The LUMO energy (spin up / spin down) comes out at -5.1639 / -5.0280 eV. The charge is +1. Its energy is -631.62455 Eh. The HOMO energy (spin up / spin down) comes out at -10.96 / -14.77 eV. As for the spin multiplicity: 2.

```
12
C3H4O4Sn (ωB97M-V/def2-TZVPD)
C -0.06263 -1.00235 -0.12763
O -0.63199 -1.90267 -0.72196
O 0.25903 -1.03008 1.20019
C 1.10524 0.02568 1.43563
O 0.70157 -0.10276 -0.71563
C 1.24043 0.69727 0.28188
Sn -1.23717 -3.64738 -0.59631
H 1.87695 1.51750 -0.02863
H 1.35535 0.26238 2.46429
O -1.38171 1.69273 -1.42113
H -0.93688 2.00836 -0.58956
H -2.28818 1.48134 -1.18115
```

[2]
Computed, not measured: a 2-piece molecular cluster, CClNO3P overall in a non-equilibrium geometry, with ωB97M-V/def2-TZVPD.

As for the orbital gap: 0.28779 Eh. The LUMO energy comes out at 2.7408 eV. The charge is -1. Its energy is -1120.27498 Eh. The HOMO energy comes out at -5.09 eV.

```
7
CClNO3P (ωB97M-V/def2-TZVPD)
C 0.25704 1.10187 1.68642
N 1.24667 1.32027 2.22118
O -1.14662 -0.06438 -2.13209
O -0.68031 -2.13118 -0.60831
O -0.80185 0.80179 1.07283
P -0.41134 -0.79266 -1.09286
Cl 1.53641 -0.23571 -1.14717
```